The following is a quantum chemistry calculation of C24H43F6N4O7PS2 as an isolated structure in a non-equilibrium geometry, from the Open Molecules 2025 dataset.

Each line ends with the Löwdin charge.
Positions of all 87 atoms, in Å:
C: -0.1281 5.3900 -0.1229  -0.09
C: 0.6072 4.1561 -0.9599  -0.30
O: 1.7836 3.5970 -0.2780  -0.27
P: 1.7550 1.8573 -0.2116  0.79
O: 0.3447 1.2201 0.1126  -0.38
C: 2.3242 1.1437 -1.8919  -0.22
C: 1.3737 1.5331 -3.1694  -0.22
C: 0.8724 0.2634 -4.0771  -0.15
C: 0.0431 -0.8922 -3.2621  -0.05
N: -1.3928 -0.9144 -2.7384  0.15
C: -1.5328 -2.3183 -2.1200  -0.05
C: -2.9208 -2.9407 -1.4249  -0.12
C: -3.6477 -1.8654 -0.4166  -0.16
C: -5.2501 -2.1177 -0.1857  -0.33
C: -5.7899 -3.6016 -0.6497  -0.12
C: -6.2397 -1.0039 -0.8673  -0.18
C: -5.6698 -0.3074 -2.2373  -0.19
C: -5.1545 1.2191 -1.7880  -0.10
C: -6.2270 2.2150 -1.3867  -0.27
C: -7.4587 2.6613 -2.3735  -0.11
C: -6.1929 2.8712 0.1440  -0.10
N: -0.2971 -3.1893 -2.1948  0.12
C: 0.7313 -2.3402 -2.9161  -0.08
C: 2.2339 -2.9443 -3.2514  -0.13
C: 3.1235 -3.1698 -1.8885  -0.26
N: 4.4087 -2.3461 -1.9914  -0.04
O: 2.8079 1.4079 1.1419  -0.26
C: 2.9910 -0.0500 1.2007  -0.28
C: 1.8750 -0.8586 2.0888  -0.09
H: 0.2289 6.4283 -0.5845  0.09
H: -1.3031 5.2911 -0.2990  0.08
H: 0.0284 5.3310 1.0353  0.09
H: -0.2310 3.3845 -1.2255  0.09
H: 0.9558 4.6438 -1.9881  0.13
H: 3.4757 1.3583 -2.1229  0.13
H: 2.2614 -0.0437 -1.7842  0.08
H: 0.4281 2.1729 -2.9135  0.10
H: 2.0452 2.2089 -3.8884  0.13
H: 0.2281 0.6915 -4.9845  0.13
H: 1.8140 -0.2440 -4.5704  0.12
H: -2.1034 -0.1529 -2.8219  0.15
H: -2.5375 -3.8812 -0.7978  0.13
H: -3.5963 -3.2669 -2.3477  0.13
H: -3.1312 -2.0183 0.6488  0.14
H: -3.3539 -0.7861 -0.7595  0.09
H: -5.4400 -2.0587 0.9915  0.14
H: -5.0579 -4.4732 -0.3627  0.08
H: -6.8568 -3.7421 -0.1377  0.10
H: -5.9981 -3.6139 -1.8171  0.09
H: -6.5423 -0.2391 -0.0277  0.11
H: -7.2525 -1.5567 -1.1737  0.12
H: -6.5652 -0.1743 -3.0127  0.12
H: -4.8018 -0.9018 -2.7686  0.09
H: -4.0097 1.4691 -1.7485  0.08
H: -8.3034 1.8216 -2.2962  0.09
H: -7.8839 3.7016 -1.9885  0.09
H: -7.0460 2.7317 -3.4888  0.09
H: -5.1673 3.4333 0.3371  0.09
H: -7.0782 3.6495 0.3201  0.08
H: -6.3166 2.0602 0.9882  0.07
H: -0.1787 -4.1655 -1.8306  0.17
H: 2.0864 -3.9886 -3.8067  0.12
H: 2.7805 -2.2504 -4.0426  0.12
H: 2.4801 -2.8079 -0.9801  0.10
H: 3.3400 -4.3173 -1.7476  0.12
H: 4.4617 -1.6679 -1.1943  0.06
H: 5.2566 -2.9884 -1.9989  0.09
H: 3.0774 -0.5849 0.1637  0.07
H: 4.0385 -0.2283 1.7450  0.14
H: 0.8166 -0.3615 2.1344  0.08
H: 1.8558 -1.9724 1.6593  0.08
H: 2.2734 -0.9117 3.2028  0.09
C: 4.9574 1.9320 4.7265  -0.61
F: 3.7585 2.1698 4.1203  0.10
F: 5.9188 2.2017 3.7927  0.09
F: 5.0973 2.8936 5.6885  0.10
S: 5.0999 0.2448 5.4042  0.60
O: 4.9517 -0.6308 4.2384  -0.33
O: 4.0131 0.1509 6.3821  -0.30
N: 6.5653 0.3941 5.9914  -0.30
S: 7.0642 -0.9327 6.7001  0.60
O: 7.3433 -2.0745 5.8251  -0.31
O: 6.4130 -1.2785 7.9663  -0.30
C: 8.7111 -0.3203 7.1882  -0.61
F: 8.6390 0.7717 8.0077  0.09
F: 9.4603 0.0726 6.1144  0.09
F: 9.4556 -1.2492 7.8543  0.10

Output
**Orbital gap**: 6.127 eV
**DFT total energy**: -93125.4016 eV
**Spin multiplicity**: 1
**E_LUMO**: -1.93 eV
**Charge**: 0
**ΔE to the lowest compared entry with this formula, charge and spin**: 1565.4 kJ/mol

---

The following is a quantum chemistry calculation of C21H29CrN5O4PS3 as an isolated structure, from the Open Molecules 2025 dataset.

Each line ends with the Löwdin charge.
Positions of all 64 atoms, in Å:
Cr: -0.1352 0.5149 -0.8656  0.54
C: -4.4701 -0.2163 -1.3399  -0.04
C: -3.2394 0.4461 -1.1934  -0.10
N: -2.0872 -0.1559 -1.3875  0.04
C: -2.0640 -1.4829 -1.7445  -0.16
C: -3.2629 -2.2176 -1.9003  -0.17
C: -4.4698 -1.5481 -1.6892  -0.03
C: -3.1597 -3.5986 -2.2494  -0.05
C: -1.9483 -4.1778 -2.4331  -0.04
C: -0.7163 -3.4421 -2.2936  -0.17
C: 0.5407 -4.0036 -2.5021  -0.06
C: 1.6778 -3.1585 -2.3956  -0.10
C: 1.5125 -1.8486 -2.0448  -0.17
N: 0.3129 -1.2832 -1.7682  -0.04
C: -0.8089 -2.0778 -1.9342  -0.17
H: -5.3835 0.3353 -1.1731  0.10
H: -3.2056 1.4945 -0.9211  0.04
H: -5.4017 -2.0910 -1.8090  0.11
H: -4.0721 -4.1728 -2.3658  0.10
H: -1.8772 -5.2259 -2.7021  0.10
H: 0.6377 -5.0463 -2.7745  0.09
H: 2.6726 -3.5288 -2.6031  0.09
H: 2.3654 -1.1816 -1.9997  0.08
O: -0.6472 4.2248 1.0025  -0.41
S: -1.5957 3.2899 0.4192  0.05
O: -2.7544 2.9988 1.2633  -0.44
O: -0.8469 1.9526 0.2618  -0.60
S: -2.2238 3.8759 -1.3892  0.25
C: -2.2428 0.9188 3.5981  -0.02
N: -1.7085 -0.3990 3.2255  -0.18
C: -1.2945 -1.2964 4.2912  -0.05
C: -1.1058 -0.4955 2.0594  -0.21
N: -0.5712 -0.5671 1.0408  0.19
H: -3.1397 0.7657 4.1985  0.09
H: -2.4928 1.4953 2.7049  0.06
H: -1.5035 1.4770 4.1789  0.10
H: -2.1365 -1.4488 4.9659  0.09
H: -0.4560 -0.8814 4.8599  0.09
H: -1.0024 -2.2561 3.8701  0.09
O: 0.7204 3.8421 -3.4361  -0.53
S: 0.3844 3.1276 -2.2047  0.59
N: 0.2679 1.6388 -2.3695  -0.47
C: 2.4108 -1.4165 1.5746  -0.16
C: 3.1764 -0.3962 0.7395  -0.38
P: 2.2021 0.9519 -0.0686  0.96
C: 3.3735 1.4263 -1.4224  -0.38
C: 3.8056 2.8905 -1.4788  -0.15
C: 2.2546 2.3294 1.1348  -0.38
C: 1.4918 2.0446 2.4260  -0.14
H: 3.0833 -2.2155 1.8942  0.07
H: 1.6061 -1.8644 0.9927  0.05
H: 1.9670 -0.9709 2.4647  0.05
H: 3.6753 -0.9242 -0.0762  0.06
H: 3.9648 0.0891 1.3255  0.08
H: 2.8733 1.1592 -2.3556  0.06
H: 4.2570 0.7909 -1.3199  0.07
H: 2.9620 3.5625 -1.6207  0.04
H: 4.4804 3.0378 -2.3236  0.07
H: 4.3344 3.1944 -0.5749  0.06
H: 1.8134 3.1975 0.6376  0.07
H: 3.3040 2.5528 1.3510  0.08
H: 0.4465 1.8428 2.2035  0.03
H: 1.5257 2.9208 3.0742  0.08
H: 1.9234 1.2009 2.9716  0.06

Output
**Orbital gap (spin up / spin down)**: 4.900 / 6.485 eV
**DFT total energy**: -108107.5133 eV
**Spin multiplicity**: 5
**E_LUMO (spin up / spin down)**: 2.33 / 2.33 eV
**Charge**: -1
**ΔE to the lowest compared entry with this formula, charge and spin**: 144.6 kJ/mol

---

The following is a quantum chemistry calculation of a 12-piece molecular cluster, C32H65Cl4NO29 overall in a non-equilibrium geometry, from the Open Molecules 2025 dataset.

Each line ends with the Löwdin charge.
Positions of all 131 atoms, in Å:
Cl: 0.3931 -5.0076 -0.6055  0.62
C: -0.5603 -6.4040 0.0166  -0.62
C: -0.5984 -7.5411 -0.9734  -0.64
Cl: -1.5443 -7.1683 -2.4486  0.58
H: -1.5414 -6.0741 0.3502  0.08
H: -0.0096 -6.7084 0.9061  0.07
H: -1.0354 -8.4119 -0.4874  0.07
H: 0.4284 -7.7847 -1.2376  0.07
Cl: -4.5274 0.2225 -1.7790  0.66
C: -4.3370 1.5276 -2.9917  -0.62
C: -2.8490 1.7377 -3.2094  -0.63
Cl: -2.7341 3.1494 -4.3064  0.61
H: -4.6596 2.4389 -2.4896  0.03
H: -4.8365 1.3250 -3.9309  0.07
H: -2.4622 0.8536 -3.7272  0.06
H: -2.2105 1.8063 -2.3306  0.05
C: -4.4142 -0.2562 1.9372  0.05
N: -5.6434 0.4878 2.4574  -0.44
O: -5.8050 1.5986 2.0284  0.07
O: -6.3151 -0.0890 3.2770  0.07
H: -3.6788 0.5251 2.1138  0.07
H: -4.5381 -0.4652 0.8780  0.04
H: -4.2401 -1.1719 2.4889  0.10
C: 4.3284 -1.1052 -0.8221  -0.06
O: 4.5073 -2.0973 0.1683  0.00
C: 5.7217 -2.0899 0.7442  -0.62
O: 6.6492 -1.3812 0.4791  0.15
O: 5.7235 -3.0452 1.6497  0.01
C: 6.9491 -3.4939 2.1655  -0.05
H: 4.7134 -0.1281 -0.5070  0.04
H: 3.2717 -1.0001 -1.0440  0.09
H: 4.9200 -1.2691 -1.7276  0.11
H: 7.5037 -2.6423 2.5873  0.10
H: 7.6557 -3.7977 1.3876  0.10
H: 6.8325 -4.2243 2.9557  0.09
C: -0.7025 1.5400 2.8173  -0.02
O: -0.7165 1.7561 4.2128  0.02
C: -1.8416 1.5711 4.8870  -0.60
O: -2.9573 1.4983 4.4463  0.13
O: -1.5279 1.5114 6.1881  0.00
C: -2.6016 1.4904 7.1075  -0.05
H: -0.3231 0.5402 2.5929  0.09
H: 0.0135 2.2389 2.3849  0.08
H: -1.6647 1.6604 2.3234  0.07
H: -3.2232 0.5956 7.0563  0.10
H: -3.1895 2.4019 7.0194  0.10
H: -2.1569 1.4360 8.1011  0.09
C: 0.4508 -5.3570 4.4609  -0.06
O: -0.5374 -4.6696 3.7287  0.01
C: -0.2222 -3.6103 2.9857  -0.62
O: -1.0609 -2.9427 2.4561  0.14
O: 1.0893 -3.4573 2.8806  -0.01
C: 1.5445 -2.4234 1.9966  -0.01
H: 1.1364 -4.7402 5.0417  0.10
H: 1.1272 -5.9142 3.8003  0.09
H: -0.0395 -6.1098 5.0714  0.10
H: 1.3557 -2.6767 0.9537  0.07
H: 2.6072 -2.2625 2.1346  0.07
H: 0.9840 -1.5184 2.2279  0.09
C: -2.2542 -2.1882 -0.1327  -0.05
O: -0.9455 -1.8066 -0.5199  -0.02
C: -0.6652 -0.5138 -0.4588  -0.61
O: -1.4003 0.3556 -0.0688  0.11
O: 0.5763 -0.3536 -0.8550  0.03
C: 1.1432 0.9399 -0.8384  -0.03
H: -2.5847 -1.6049 0.7208  0.06
H: -2.2469 -3.2466 0.1064  0.09
H: -2.9125 -2.0259 -0.9885  0.07
H: 0.9441 1.4989 0.0801  0.10
H: 0.8192 1.6050 -1.6387  0.09
H: 2.2094 0.7437 -0.8419  0.05
C: -5.6994 -1.9378 -4.5434  -0.07
O: -4.8327 -2.7353 -3.7823  0.00
C: -3.5215 -2.5832 -3.9438  -0.63
O: -2.9601 -1.7535 -4.6165  0.12
O: -2.9320 -3.5697 -3.2975  0.00
C: -1.5299 -3.7539 -3.4269  -0.06
H: -5.8698 -2.1947 -5.5882  0.10
H: -5.3446 -0.9044 -4.4571  0.06
H: -6.7064 -1.8307 -4.1337  0.10
H: -1.0470 -2.8425 -3.0639  0.09
H: -1.1831 -4.0304 -4.4196  0.11
H: -1.2211 -4.5049 -2.7043  -0.01
C: 2.0867 -0.2000 -4.4541  -0.02
O: 2.6441 0.8514 -3.6684  -0.02
C: 3.9604 1.0732 -3.7282  -0.62
O: 4.7630 0.3567 -4.2422  0.14
O: 4.2060 2.2148 -3.0905  0.00
C: 5.5480 2.6519 -3.1128  -0.05
H: 1.5957 -0.8531 -3.7323  0.09
H: 2.8560 -0.7426 -5.0002  0.09
H: 1.3359 0.1684 -5.1504  0.10
H: 5.5974 3.7140 -2.8830  0.10
H: 6.0234 2.5568 -4.0909  0.10
H: 6.1470 2.0960 -2.3900  0.09
C: -0.0757 4.3008 -2.2492  -0.04
O: 0.0318 4.5673 -0.8619  0.03
C: 1.1700 4.1960 -0.2982  -0.63
O: 2.1869 3.8734 -0.8565  0.13
O: 1.0209 4.3221 1.0109  0.00
C: 2.1123 4.2028 1.8959  -0.03
H: -1.0216 4.6564 -2.6371  0.06
H: -0.0183 3.2295 -2.4697  0.07
H: 0.7783 4.7097 -2.7931  0.10
H: 2.7401 5.0791 1.6755  0.11
H: 2.8151 3.3817 1.7233  0.08
H: 1.8515 4.2497 2.9476  0.10
C: 4.5784 1.9905 -0.0417  -0.05
O: 4.4793 1.9521 1.3809  0.00
C: 3.9510 0.8756 1.9655  -0.58
O: 3.4397 -0.0637 1.4032  0.11
O: 4.0289 1.0476 3.2655  0.03
C: 3.6313 -0.0162 4.1087  -0.03
H: 4.7193 3.0456 -0.2633  0.10
H: 3.6426 1.6882 -0.4949  0.06
H: 5.4455 1.4235 -0.3790  0.09
H: 4.0998 -0.9556 3.8131  0.10
H: 2.5477 -0.1320 4.1133  0.10
H: 3.9175 0.1577 5.1434  0.10
C: -4.2323 6.7276 -2.5605  -0.01
O: -3.4841 6.0369 -1.5237  -0.01
C: -4.0274 4.9073 -1.0916  -0.62
O: -5.0566 4.3975 -1.4204  0.12
O: -3.1516 4.4178 -0.1825  0.00
C: -3.4823 3.1546 0.3777  -0.05
H: -3.6553 7.6228 -2.7598  0.09
H: -5.2183 6.9817 -2.1758  0.10
H: -4.2977 6.0193 -3.3845  0.09
H: -3.5663 3.2469 1.4645  0.09
H: -2.6623 2.4680 0.1599  0.07
H: -4.4382 2.7142 0.1019  0.07

Output
**Orbital gap**: 10.822 eV
**DFT total energy**: -145192.3552 eV
**Spin multiplicity**: 1
**SMILES string**: C[N+](=O)[O-].COC(=O)OC.COC(=O)OC.COC(=O)OC.COC(=O)OC.COC(=O)OC.COC(=O)OC.COC(=O)OC.COC(=O)OC.COC(=O)OC.ClCCCl.ClCCCl
**E_LUMO**: 0.30 eV
**Charge**: 0

---

The following is a quantum chemistry calculation of C6H8N3O2P3 as an isolated structure in a non-equilibrium geometry, from the Open Molecules 2025 dataset.

Each line ends with the Löwdin charge.
Positions of all 22 atoms, in Å:
C: -3.6118 0.4608 0.2094  -0.08
C: -2.4724 1.1373 0.8398  -0.03
C: -3.4777 -0.7183 -0.5312  -0.08
C: -1.1949 0.5274 0.6770  -0.01
C: -2.2121 -1.3393 -0.4671  -0.05
C: -1.1148 -0.7949 0.1011  -0.32
N: 4.1967 0.3781 -0.7987  -0.68
N: 2.5334 -1.6762 -0.3314  -0.45
N: 2.4222 1.4151 0.5715  -0.46
O: 1.3755 2.2926 0.8563  -0.27
O: 0.1760 -1.1835 -0.2634  -0.30
P: 3.5314 1.7726 -0.5488  0.65
P: 4.1759 -1.0254 0.0407  0.63
P: 1.3841 -1.1761 0.7390  1.03
H: -4.6562 0.8404 0.2770  0.10
H: -2.6385 2.1604 1.2024  0.10
H: -4.2905 -1.3105 -1.0487  0.13
H: -0.3209 1.0023 1.0714  0.05
H: -2.0889 -2.2255 -1.0655  0.11
H: 2.2962 -2.0317 -1.2148  0.03
H: 1.3323 3.2108 0.6169  0.06
H: 4.6552 -1.7163 -0.9328  -0.13

Output
**Orbital gap**: 6.830 eV
**DFT total energy**: -42779.7956 eV
**Spin multiplicity**: 1
**E_LUMO**: -0.82 eV
**Charge**: 0
**ΔE to the lowest compared entry with this formula, charge and spin**: 365.6 kJ/mol

---

The following is a quantum chemistry calculation of a 2-piece molecular cluster, C10H19N3O3P overall in a non-equilibrium geometry, from the Open Molecules 2025 dataset.

Each line ends with the Löwdin charge.
Positions of all 36 atoms, in Å:
C: -2.5711 -2.3060 -2.3436  -0.07
C: -2.1729 -0.7897 -2.8739  -0.27
N: -3.1068 0.1220 -3.3797  0.10
C: -0.6116 -0.1948 -2.8030  -0.07
N: -0.6208 0.8020 -1.6458  -0.10
C: -0.7327 2.1706 -1.6269  0.15
C: -0.7251 2.6249 -0.0516  -0.28
N: 0.4614 3.3639 0.5272  0.10
C: 0.1273 3.5543 1.8665  -0.03
O: -0.3291 4.1727 2.9905  0.06
C: -1.2675 1.2460 0.6496  -0.10
C: -0.5390 0.0932 -0.3096  -0.40
P: 1.1628 -0.3475 0.4418  0.95
C: 2.5444 0.8511 -0.2191  -0.28
O: 1.1606 -0.0637 2.1907  -0.36
H: -3.5791 -2.6643 -2.8474  0.10
H: -2.8118 -2.2134 -1.1807  0.09
H: -1.7026 -3.0862 -2.4340  0.09
H: -4.0238 -0.3737 -3.3300  0.05
H: 0.1858 -1.0562 -2.6460  0.15
H: -0.3229 0.3352 -3.8309  0.16
H: -0.8236 2.7732 -2.6281  0.19
H: -1.6741 3.3381 0.0555  0.17
H: -1.2075 1.1040 1.8096  0.14
H: -2.3839 1.1941 0.2302  0.15
H: -1.1155 -0.9506 -0.2650  0.13
H: 2.1418 1.4639 -1.1346  0.04
H: 2.8350 1.5556 0.6781  0.06
H: 3.4973 0.2021 -0.4890  0.07
H: 1.3397 0.9166 2.3366  0.06
C: 2.9560 -3.3065 3.7846  -0.17
O: 2.8505 -1.8971 3.8666  -0.14
H: 3.7961 -3.6363 4.4002  0.08
H: 2.0348 -3.7638 4.1540  0.08
H: 3.1304 -3.5999 2.7466  0.07
H: 2.0973 -1.6339 3.3108  0.03

Output
**Orbital gap**: 6.700 eV
**DFT total energy**: -30564.3578 eV
**Spin multiplicity**: 1
**E_LUMO**: -5.29 eV
**Charge**: +1

---

The following is a quantum chemistry calculation of a 2-piece molecular cluster, C3H12N2S overall in a non-equilibrium geometry, from the Open Molecules 2025 dataset.

Each line ends with the Löwdin charge.
Positions of all 18 atoms, in Å:
C: -0.5026 2.7791 2.3978  -0.21
C: -0.6626 1.5476 3.3001  -0.56
S: 0.0533 0.0187 2.4565  0.62
H: -1.1435 2.8468 1.5184  0.06
H: 0.5134 2.7661 1.9384  0.06
H: -0.5239 3.7856 2.8974  0.08
H: -0.1063 1.6979 4.2202  0.05
H: -1.6997 1.1903 3.5037  0.06
H: -1.0267 -0.4088 1.7427  -0.16
N: -0.0633 -0.7276 -2.6070  -0.01
C: 0.9652 -1.6913 -2.8799  -0.40
N: 0.4830 -3.0914 -3.0687  -0.02
H: 0.1830 0.2818 -2.5924  0.09
H: -0.3984 -0.9350 -1.6751  0.05
H: 1.4389 -1.3677 -3.8439  0.11
H: 1.7387 -1.8649 -2.1284  0.09
H: 1.1612 -3.6801 -2.6099  0.05
H: -0.4097 -3.1472 -2.5701  0.05

Output
**Orbital gap**: 9.518 eV
**DFT total energy**: -17120.0654 eV
**Spin multiplicity**: 1
**SMILES string**: CCS.NCN
**E_LUMO**: 0.62 eV
**Charge**: 0
**ΔE to the lowest compared entry with this formula, charge and spin**: 75.3 kJ/mol